Entry 1:
{"formula": "C10H20BBeClGaO6", "method": "ωB97M-V with the def2-TZVPD basis set", "symbols": ["C", "C", "O", "B", "O", "Ga", "C", "C", "O", "C", "C", "C", "C", "O", "O", "C", "C", "O", "Cl", "H", "H", "H", "H", "H", "H", "H", "H", "H", "H", "H", "H", "H", "H", "H", "H", "H", "H", "H", "H", "Be"], "xyz": [[-1.448, -0.241, 5.174], [-1.806, 0.759, 3.968], [-0.769, 0.843, 2.951], [-0.959, -0.093, 1.883], [-1.450, -1.412, 2.250], [-0.608, 0.238, -0.148], [-2.455, 0.234, -1.088], [-2.183, 0.419, -2.680], [-2.063, 1.844, -2.999], [0.372, -1.475, -0.855], [1.207, -1.174, -2.200], [2.808, -1.136, -1.978], [3.624, -1.445, -3.324], [3.069, -1.861, -4.363], [5.044, -1.225, -3.406], [0.575, 1.869, -0.572], [1.092, 2.684, 0.692], [0.789, 3.906, 0.762], [2.135, 1.987, 2.028], [-2.358, -0.945, 5.296], [-0.553, -0.914, 4.938], [-1.330, 0.278, 6.193], [-2.832, 0.466, 3.520], [-1.973, 1.814, 4.407], [-2.027, -1.706, 1.496], [-3.201, 0.997, -0.686], [-2.921, -0.820, -0.974], [-1.266, -0.189, -3.016], [-3.128, 0.062, -3.251], [-2.384, 1.897, -3.935], [-0.426, -2.271, -1.125], [1.045, -1.901, -0.015], [0.893, -1.860, -3.063], [0.919, -0.106, -2.533], [3.091, -0.054, -1.677], [3.156, -1.792, -1.099], [5.404, -1.066, -2.502], [0.049, 2.567, -1.326], [1.522, 1.468, -1.107], [1.346, -0.648, 4.365]], "lowdin_charge": [-0.0926, -0.2151, -0.1285, -0.5328, 0.0803, 0.5897, -0.1031, -0.2458, -0.1061, -0.1761, -0.2537, -0.0966, -0.3826, 0.0660, 0.0476, -0.1338, -0.7261, -0.0005, 0.5837, 0.1122, -0.0522, 0.1029, 0.1413, 0.1502, 0.1175, 0.1033, 0.0942, 0.1135, 0.1543, 0.1138, 0.0833, 0.0923, 0.1223, 0.0877, 0.1194, 0.1286, 0.1103, 0.1127, 0.0719, 0.7470], "charge": 1, "total_energy_ha": -3268.47918, "spin_multiplicity": 1, "homo_lumo_gap_ev": 2.733, "max_force_ev_per_a": 6.00}

Entry 2:
{"formula": "C10H20BBr2Cl12O5P2S2", "method": "ωB97M-V with the def2-TZVPD basis set", "symbols": ["C", "C", "Br", "C", "Br", "P", "C", "C", "C", "S", "O", "O", "O", "P", "S", "B", "O", "O", "H", "H", "H", "H", "H", "H", "H", "H", "H", "H", "H", "H", "H", "H", "H", "H", "C", "Cl", "Cl", "Cl", "H", "C", "Cl", "Cl", "Cl", "H", "C", "Cl", "Cl", "Cl", "H", "C", "Cl", "Cl", "Cl", "H"], "xyz": [[-2.945, -0.132, -0.672], [-2.529, -1.324, 0.233], [-2.899, -0.952, 2.157], [-1.088, -1.869, -0.002], [-0.943, -2.692, -1.780], [0.283, -0.607, 0.171], [0.254, 0.288, 1.803], [1.522, 1.155, 2.083], [1.335, 2.626, 1.526], [2.869, 3.400, 0.904], [2.576, 3.878, -0.473], [3.323, 4.500, 1.778], [4.108, 2.330, 0.762], [2.184, -1.754, 0.069], [3.712, -0.637, -0.358], [0.394, 0.626, -1.343], [1.242, 0.271, -2.399], [-0.318, 1.825, -1.405], [-2.753, -0.432, -1.726], [-2.448, 0.824, -0.417], [-4.043, -0.006, -0.563], [-3.216, -2.160, -0.013], [-0.904, -2.638, 0.782], [0.102, -0.444, 2.624], [-0.635, 0.956, 1.821], [2.481, 0.700, 1.773], [1.587, 1.271, 3.187], [0.540, 2.691, 0.763], [1.001, 3.255, 2.377], [4.381, 2.028, 1.642], [1.979, -2.649, -1.033], [2.336, -2.582, 1.218], [0.782, 0.594, -3.188], [0.333, 2.545, -1.478], [-6.671, 1.672, 0.842], [-6.378, 0.093, 0.099], [-7.738, 1.513, 2.238], [-5.142, 2.431, 1.307], [-7.157, 2.307, 0.111], [-0.521, -6.843, -2.627], [1.052, -7.373, -2.023], [-1.487, -6.148, -1.320], [-0.322, -5.674, -3.940], [-1.046, -7.707, -3.017], [4.825, -2.724, 3.279], [4.825, -4.100, 2.171], [5.819, -1.410, 2.646], [3.166, -2.171, 3.577], [5.248, -3.045, 4.224], [-0.627, 4.937, -3.766], [0.942, 5.208, -3.002], [-0.713, 3.299, -4.427], [-1.936, 5.208, -2.611], [-0.740, 5.641, -4.583]], "lowdin_charge": [-0.1538, -0.7788, 0.7128, -0.8376, 0.7527, 0.9296, -0.3245, -0.2483, -0.1896, 0.6874, -0.3427, -0.2945, -0.2053, 0.2562, 0.2431, -0.7514, 0.0893, 0.0708, 0.0771, 0.0735, -0.0068, 0.0908, 0.0797, 0.0838, 0.0837, 0.0399, 0.1270, 0.0862, 0.1207, 0.0863, -0.0290, -0.0926, 0.1166, 0.0867, -1.5177, 0.5548, 0.5484, 0.5176, 0.0183, -1.5324, 0.5329, 0.4870, 0.5095, 0.0184, -1.5094, 0.5443, 0.5306, 0.5143, 0.0201, -1.5277, 0.5661, 0.5355, 0.5322, 0.0177], "charge": 1, "total_energy_ha": -12943.29332, "spin_multiplicity": 1, "homo_lumo_gap_ev": 8.165, "max_force_ev_per_a": 5.44}

Entry 3:
{"formula": "C10H20BCl4O4", "method": "ωB97M-V with the def2-TZVPD basis set", "symbols": ["O", "C", "O", "C", "C", "C", "C", "C", "O", "B", "O", "H", "H", "H", "H", "H", "H", "H", "H", "H", "H", "H", "H", "Cl", "C", "C", "Cl", "H", "H", "H", "H", "Cl", "C", "C", "Cl", "H", "H", "H", "H"], "xyz": [[-2.114, 4.760, 1.444], [-1.282, 5.197, 0.704], [-1.185, 6.538, 0.487], [-0.308, 4.294, -0.045], [0.804, 3.889, 0.943], [1.586, 2.607, 0.587], [0.781, 1.486, -0.020], [-0.061, 0.600, 0.926], [-0.518, -0.367, 0.011], [0.525, -0.405, -1.143], [1.590, 0.486, -0.614], [-0.445, 6.667, -0.119], [0.098, 4.898, -0.862], [-0.907, 3.463, -0.403], [1.535, 4.707, 0.937], [0.404, 3.877, 1.958], [2.457, 2.849, -0.027], [1.992, 2.221, 1.531], [0.071, 1.722, -0.827], [-0.844, 1.209, 1.397], [0.590, 0.010, 1.597], [-0.083, 0.018, -2.149], [0.870, -1.501, -1.488], [-1.253, -4.816, -1.054], [-2.641, -3.974, -1.785], [-2.429, -3.641, -3.241], [-1.196, -2.393, -3.482], [-2.836, -3.084, -1.190], [-3.496, -4.645, -1.702], [-3.359, -3.257, -3.659], [-2.134, -4.525, -3.803], [0.538, -2.546, 0.491], [1.377, -2.942, 2.014], [2.234, -4.179, 1.914], [1.262, -5.671, 1.740], [0.633, -3.049, 2.803], [2.008, -2.084, 2.249], [2.830, -4.301, 2.819], [2.907, -4.120, 1.062]], "lowdin_charge": [0.1076, -0.5365, 0.0933, -0.0988, -0.1705, -0.1267, -0.3919, -0.2033, -0.2870, -0.7253, -0.0723, 0.0972, 0.1139, 0.1196, 0.1055, 0.1129, 0.1132, 0.1162, 0.1181, 0.1189, 0.1044, 0.0449, -0.0133, 0.5225, -0.6588, -0.6826, 0.5986, 0.0744, 0.0625, 0.0638, 0.0588, 0.7348, -0.6175, -0.6611, 0.5000, 0.0663, 0.0718, 0.0605, 0.0658], "charge": -1, "total_energy_ha": -2559.65537, "spin_multiplicity": 1, "homo_lumo_gap_ev": 6.204, "max_force_ev_per_a": 2.67}

Entry 4:
{"formula": "C10H20BIInN2O4P", "method": "ωB97M-V with the def2-TZVPD basis set", "symbols": ["C", "O", "C", "C", "C", "B", "C", "C", "O", "I", "P", "N", "N", "C", "C", "O", "C", "C", "O", "H", "H", "H", "H", "H", "H", "H", "H", "H", "H", "H", "H", "H", "H", "H", "H", "H", "H", "H", "H", "In"], "xyz": [[-0.568, -1.148, -3.672], [0.407, -1.391, -2.666], [1.389, -0.399, -2.499], [1.927, -0.387, -1.067], [1.167, -1.190, -0.035], [-0.232, -0.380, 0.537], [-1.493, -0.723, -0.390], [-2.785, -0.774, 0.404], [-3.192, 0.092, 1.100], [-3.831, -2.650, 0.228], [-0.456, -1.431, 2.321], [-0.646, -2.961, 2.084], [-0.189, 1.011, 0.959], [-0.643, 2.075, -0.002], [-1.943, 2.724, 0.212], [0.175, 2.313, -0.835], [0.661, 1.580, 1.960], [2.152, 1.525, 1.823], [0.182, 2.133, 2.919], [-0.346, -0.252, -4.239], [-1.555, -1.073, -3.225], [-0.589, -1.987, -4.358], [1.038, 0.582, -2.809], [2.237, -0.632, -3.144], [2.903, -0.877, -1.077], [2.124, 0.633, -0.760], [0.894, -2.157, -0.439], [1.824, -1.398, 0.807], [-1.338, -1.695, -0.832], [-1.622, -0.033, -1.219], [-1.469, -0.848, 3.089], [0.727, -1.156, 3.036], [-0.521, -3.390, 1.172], [-2.465, 2.798, -0.734], [-1.721, 3.742, 0.531], [-2.531, 2.244, 0.972], [2.524, 1.828, 0.852], [2.528, 0.544, 2.081], [2.548, 2.240, 2.529], [2.729, 0.868, 4.387]], "lowdin_charge": [-0.0543, -0.1915, -0.1954, -0.1402, -0.0659, -0.6686, -0.1549, -0.8541, 0.0272, 0.9684, 0.9351, -0.1197, 0.1602, -0.3776, 0.0581, 0.2088, -0.4668, -0.1072, 0.1301, 0.0974, 0.0782, 0.1010, 0.1207, 0.1397, 0.1435, 0.0894, 0.1178, 0.0859, 0.0645, 0.1283, 0.0520, -0.0139, 0.0381, 0.1235, 0.1259, 0.0797, 0.1183, -0.0064, 0.0170, 1.2076], "charge": 2, "total_energy_ha": -1656.76441, "spin_multiplicity": 1, "homo_lumo_gap_ev": 4.356, "max_force_ev_per_a": 2.80}

Entry 5:
{"formula": "C10H20BN3O7S", "method": "ωB97M-V with the def2-TZVPD basis set", "symbols": ["C", "C", "N", "N", "C", "C", "B", "O", "O", "C", "N", "C", "C", "O", "O", "H", "H", "H", "H", "H", "H", "H", "H", "H", "H", "H", "H", "O", "S", "O", "O", "C", "C", "C", "H", "H", "H", "H", "H", "H", "H", "H"], "xyz": [[3.354, -4.195, -2.043], [2.983, -2.793, -1.591], [2.523, -2.013, -2.753], [1.579, -1.044, -2.422], [0.231, -1.093, -2.678], [-0.330, 0.034, -2.184], [-1.841, 0.385, -2.235], [-2.332, 1.522, -1.633], [-2.652, -0.485, -2.920], [-3.574, -1.220, -2.112], [0.724, 0.728, -1.617], [1.867, 0.084, -1.760], [3.237, 0.572, -1.227], [4.164, 0.427, -2.021], [3.114, 1.025, -0.073], [3.863, -4.192, -3.006], [2.465, -4.827, -2.090], [4.013, -4.651, -1.305], [2.169, -2.852, -0.860], [3.815, -2.261, -1.134], [2.084, -2.615, -3.438], [-0.241, -1.915, -3.189], [-2.146, 1.521, -0.683], [-3.038, -1.874, -1.418], [-4.213, -0.549, -1.534], [-4.184, -1.826, -2.775], [0.657, 1.599, -1.113], [-2.423, 3.545, 2.488], [-1.133, 2.933, 2.586], [-0.774, 1.914, 1.640], [-0.933, 2.378, 4.053], [-1.969, 1.525, 4.600], [-1.902, 0.111, 4.066], [0.129, 4.152, 2.624], [-2.941, 1.986, 4.415], [-1.791, 1.545, 5.673], [-2.152, 0.073, 3.007], [-2.610, -0.515, 4.610], [-0.900, -0.298, 4.189], [-0.137, 4.901, 3.364], [0.172, 4.590, 1.630], [1.072, 3.670, 2.867]], "lowdin_charge": [-0.0877, -0.2330, 0.0347, -0.0257, 0.0490, -0.0522, -0.5980, 0.1787, 0.0217, -0.0515, 0.2040, -0.0876, -0.6771, 0.0204, -0.0092, 0.0788, 0.0724, 0.0766, 0.1199, 0.1135, 0.1218, 0.1447, 0.0985, 0.0940, 0.0934, 0.0920, 0.1784, -0.2725, 0.5637, -0.2909, -0.2588, -0.2415, -0.0710, -0.1133, 0.1142, 0.1226, 0.0679, 0.0822, 0.0872, 0.0773, 0.0798, 0.0825], "charge": 0, "total_energy_ha": -1507.07604, "spin_multiplicity": 1, "homo_lumo_gap_ev": 9.107, "max_force_ev_per_a": 0.90}

Entry 6:
{"formula": "C10H20Cl14O3", "method": "ωB97M-V with the def2-TZVPD basis set", "symbols": ["C", "O", "C", "O", "O", "C", "H", "H", "H", "H", "H", "H", "C", "Cl", "Cl", "H", "H", "C", "Cl", "Cl", "H", "H", "C", "Cl", "Cl", "H", "H", "C", "Cl", "Cl", "H", "H", "C", "Cl", "Cl", "H", "H", "C", "Cl", "Cl", "H", "H", "C", "Cl", "Cl", "H", "H"], "xyz": [[-0.631, 1.293, 1.930], [-0.031, 1.588, 0.681], [0.507, 0.555, 0.003], [0.896, -0.514, 0.501], [0.533, 0.882, -1.249], [1.000, -0.066, -2.183], [-1.653, 1.664, 1.855], [-0.080, 1.880, 2.665], [-0.541, 0.260, 2.267], [0.406, -0.969, -2.043], [2.078, -0.108, -2.025], [0.649, 0.371, -3.118], [-3.201, -1.280, -0.871], [-1.604, -0.849, -1.418], [-3.585, -0.649, 0.756], [-4.007, -0.900, -1.500], [-3.246, -2.369, -0.878], [3.585, -0.165, -2.471], [2.585, -0.742, -3.830], [5.283, -0.613, -2.823], [3.434, 0.874, -2.179], [3.255, -0.726, -1.596], [0.068, -3.147, -0.433], [1.346, -2.888, 0.767], [0.678, -2.723, -2.104], [-0.112, -4.222, -0.409], [-0.849, -2.589, -0.242], [2.046, -1.173, 2.508], [1.808, 0.502, 3.214], [1.511, -2.347, 3.662], [1.374, -1.271, 1.655], [3.054, -1.321, 2.121], [-4.446, 1.464, 1.957], [-2.746, 1.955, 1.908], [-5.363, 2.342, 0.661], [-4.608, 0.386, 1.966], [-4.855, 1.859, 2.887], [-2.194, 1.787, -1.106], [-1.866, 3.517, -1.245], [-3.947, 1.401, -1.405], [-1.676, 1.319, -1.943], [-1.784, 1.315, -0.214], [3.318, 0.927, 0.770], [3.818, 2.145, -0.469], [3.578, -0.722, 0.199], [3.913, 1.147, 1.656], [2.303, 0.923, 1.168]], "lowdin_charge": [-0.2195, -0.0227, -0.6356, -0.2169, -0.0411, -0.3568, -0.4447, 0.0674, 0.1026, -0.1527, -0.0627, 0.0937, -0.8881, 0.8119, 0.6656, -0.0091, 0.0429, -1.0819, 0.6440, 0.5345, -0.0370, -0.1231, -0.7996, 0.7105, 0.6256, 0.0334, -0.0234, -1.1015, 0.6510, 0.5537, -0.1627, -0.0375, -0.9235, 0.9077, 0.4572, -0.0792, 0.0293, -1.0380, 0.5824, 0.5031, -0.0300, -0.0477, -0.8621, 0.6347, 0.7683, 0.0346, -0.0570], "charge": 0, "de_lowest_kcal_mol": 405.6, "total_energy_ha": -7060.77896, "spin_multiplicity": 1, "homo_lumo_gap_ev": 8.882, "max_force_ev_per_a": 19.05}